(1)
Computed, not measured: a molecular structure, C5H11MgO4Tm, with wB97M-V/def2-TZVPD.

## Properties
**Frontier orbital gap (alpha / beta)**: 0.237 / 0.254 Eh
**E_tot**: -1783.04790 hartree
**Charge**: +1
**Spin multiplicity**: 4
**E_HOMO (alpha / beta)**: -10.22 / -11.60 eV

Cartesian coordinates (Å):
O1 -1.53394 0.71084 -0.64474
C1 -0.96564 1.70468 -1.43302
C2 0.55339 1.63816 -1.48292
O2 1.16059 1.30199 -0.24839
C3 1.95084 0.10596 -0.15372
C4 2.40347 0.09025 1.28914
O3 1.23859 -0.06492 2.10693
C5 1.42496 -0.22103 3.49808
Mg1 -0.47038 0.14269 0.96658
H1 -1.34886 2.66107 -1.03281
H2 -1.33321 1.67436 -2.47571
H3 0.99503 2.57729 -1.84967
H4 0.82903 0.84074 -2.19510
H5 2.83149 0.17640 -0.80780
H6 2.85979 1.04811 1.58884
H7 3.07841 -0.75844 1.47333
H8 0.45146 -0.49366 3.92014
H9 2.14878 -1.02245 3.70417
H10 1.77145 0.74032 3.90539
Tm1 -2.83816 -1.29794 -0.62474
O4 -0.66402 -1.52262 -0.02752
H11 1.26261 -1.11058 -0.63833

Cartesian forces, eV/Å:
O -1.56 -0.74 0.58
C -0.96 1.30 -0.02
C 0.58 -0.75 -1.43
O -0.97 -0.55 1.22
C -0.61 -2.40 -1.83
C 0.14 -0.44 0.12
O -1.22 -0.12 -0.66
C 0.29 0.19 0.48
Mg 0.94 -0.91 -1.73
H 0.56 0.08 -0.22
H 0.22 -0.10 0.26
H -0.25 -0.21 0.16
H -0.08 0.28 0.11
H -0.20 0.07 0.17
H 0.14 -0.32 -0.35
H -0.09 0.29 -0.05
H 0.30 0.09 0.03
H -0.19 0.25 -0.04
H -0.03 -0.38 0.18
Tm 5.66 1.14 0.72
O -4.24 -0.57 0.38
H 1.57 3.80 1.96

Mulliken atomic charge list, values in e, 6 entries: -0.129, -0.517, -0.480, -0.414, -0.602, -0.399

=====

(2)
Computed, not measured: a molecular structure, C40H52Cl3O2P2PdSi, with wB97M-V/def2-TZVPD.

## Properties
**Frontier orbital gap (alpha / beta)**: 0.215 / 0.200 Eh
**E_tot**: -4186.13249 hartree
**Charge**: +1
**Spin multiplicity**: 5
**E_HOMO (alpha / beta)**: -8.12 / -11.26 eV

Cartesian coordinates (Å):
Pd1 10.03721 12.38158 11.09844
C1 12.25769 14.52335 10.90656
C2 12.66995 13.54444 9.75035
P1 12.10718 11.85279 10.13426
C3 13.51078 11.00502 11.13080
C4 14.24779 9.97249 10.63974
C5 15.47028 9.56059 11.38406
C6 15.71773 10.23891 12.53222
C7 14.86878 11.08676 13.06863
C8 13.77005 11.52707 12.35541
C9 11.93929 10.92639 8.56041
C10 11.08353 9.83986 8.59846
C11 10.97031 9.06691 7.46364
C12 11.59583 9.40364 6.28787
C13 12.52358 10.46299 6.26662
C14 12.65293 11.18708 7.39978
P2 10.36766 14.57364 11.02151
C15 10.02407 15.50054 12.54563
C16 8.65243 15.52071 12.94001
C17 8.32151 16.30437 14.00548
C18 9.25065 17.16213 14.58212
C19 10.55668 17.25964 14.13361
C20 10.94454 16.40244 13.12631
C21 9.83002 15.49956 9.62722
C22 10.07522 16.90173 9.67036
C23 9.89738 17.63176 8.49554
C24 9.57103 16.95222 7.32356
C25 9.28284 15.57350 7.36216
C26 9.34825 14.85729 8.50274
H1 12.84442 15.37758 10.57812
H2 12.67192 14.14466 11.82685
H3 13.75382 13.71230 9.65469
H4 12.26888 13.83885 8.75389
H5 14.06677 9.54162 9.60640
H6 16.17373 8.95542 10.82165
H7 16.57724 10.00277 13.14346
H8 14.83972 11.44470 14.09978
H9 13.08747 12.27784 12.77999
H10 10.60028 9.65683 9.51584
H11 10.30942 8.22191 7.45753
H12 11.28884 8.84518 5.36201
H13 13.02251 10.91544 5.41638
H14 13.50522 11.88403 7.44439
H15 7.88971 14.93780 12.43670
H16 7.28774 16.27730 14.34913
H17 9.05004 17.76329 15.43280
H18 11.31656 18.01011 14.52986
H19 11.95471 16.32738 12.77223
H20 10.48233 17.45153 10.52586
H21 10.06842 18.73803 8.48629
H22 9.38990 17.40697 6.29122
H23 8.80968 15.01038 6.48832
H24 9.21721 13.83793 8.56167
Cl1 8.46913 11.83600 9.48344
Cl2 11.57362 8.02935 11.84371
C27 11.50051 7.64963 13.56677
Cl3 10.54773 6.14494 13.86914
C28 11.02989 8.93845 14.45406
O1 10.80244 8.70122 15.74591
O2 10.91095 9.95413 13.89238
H25 12.49069 7.34315 13.79492
C29 10.72216 8.79649 19.14514
C30 9.55855 8.80222 18.19908
C31 8.40828 9.38477 19.02217
C32 9.24930 7.31427 17.73285
Si1 9.95866 9.94785 16.69299
C33 11.41446 11.29806 16.87982
C34 12.76188 10.63141 17.23835
C35 11.01173 12.12486 18.06708
C36 11.54608 12.11698 15.61277
C37 8.43228 10.69614 15.60599
C38 8.03707 12.05894 16.25884
C39 7.21277 9.74347 15.74408
C40 8.65020 10.99602 14.04905
H26 10.43482 8.41757 20.11129
H27 11.05655 9.81074 19.33731
H28 11.54207 8.24513 18.68286
H29 8.10245 8.62536 19.74797
H30 7.56298 9.84392 18.51801
H31 8.67701 10.16296 19.70968
H32 8.81531 6.83197 18.57024
H33 10.17419 6.93593 17.29404
H34 8.47562 7.33754 16.99250
H35 12.81956 10.47644 18.29332
H36 13.63193 11.28977 17.00818
H37 12.85631 9.69403 16.68073
H38 10.83840 11.51140 18.94931
H39 10.07085 12.69364 17.85781
H40 11.72001 12.87636 18.23128
H41 12.01219 11.59819 14.84156
H42 12.20916 12.94218 15.84821
H43 10.60348 12.52452 15.24096
H44 7.90865 12.04711 17.38510
H45 7.03265 12.50365 15.89596
H46 8.63716 12.93237 16.14382
H47 6.78369 9.58558 16.80389
H48 7.34982 8.73560 15.34884
H49 6.38493 10.15694 15.09601
H50 9.58617 11.51835 13.88400
H51 7.74723 11.61274 13.77006
H52 8.69973 10.20606 13.31280

Cartesian forces, eV/Å:
Pd -0.69 -1.62 0.21
C -0.18 -0.50 -1.69
C 0.26 0.59 0.00
P 1.28 -1.19 -0.40
C -2.18 0.82 -1.96
C 3.01 -1.79 -0.82
C -2.89 1.31 -3.45
C 3.22 -2.82 0.61
C -3.86 3.14 1.96
C -0.34 0.92 1.36
C 0.01 0.09 0.93
C 1.04 0.59 -0.52
C -0.70 -0.40 0.00
C 0.23 -0.03 -1.76
C -1.31 -0.39 -0.88
C 1.87 1.32 1.68
P 1.79 0.99 0.58
C -1.14 0.72 -0.36
C 1.74 -0.30 -0.45
C -0.84 0.58 0.61
C 0.62 0.11 0.20
C 1.06 0.59 0.05
C -0.46 -1.42 -0.75
C -0.06 -2.64 1.76
C 0.61 4.22 -1.06
C 0.36 0.67 -0.14
C -0.02 3.78 -2.01
C -2.17 -4.30 -1.55
C 0.95 1.48 0.15
H -0.62 0.90 0.63
H 0.07 0.03 0.49
H -0.17 -0.77 -0.03
H -0.16 -0.12 0.73
H 0.13 0.48 1.50
H -0.08 -0.29 0.60
H 0.36 -0.23 -0.21
H 0.98 -0.10 -0.22
H 0.39 -0.41 -0.01
H -0.89 -0.61 0.73
H -0.25 -0.27 0.08
H 0.72 0.58 1.01
H 0.00 -0.89 -0.34
H -0.74 0.19 -0.08
H 0.16 -0.16 -0.03
H 0.29 0.17 0.14
H -0.81 0.44 0.55
H -1.33 -1.17 -0.31
H 0.42 0.38 -0.04
H -0.38 -0.60 -0.10
H -0.16 -1.22 -0.01
H 0.52 -0.08 1.91
H 0.96 1.19 0.97
H -0.67 -1.92 -0.24
Cl 0.02 -0.26 0.30
Cl -0.32 0.15 0.12
C -0.93 0.11 0.92
Cl 0.05 0.85 -0.01
C 0.45 -4.15 0.56
O -0.20 0.21 -1.35
O 0.50 2.18 -1.26
H 0.85 0.08 0.56
C 0.98 0.23 -0.49
C -1.05 0.52 -0.68
C -0.64 -0.18 0.53
C 0.61 2.66 -0.43
Si 0.86 0.12 -1.25
C -0.88 -1.71 0.32
C 0.04 0.38 -1.16
C -2.36 0.50 -0.50
C -0.47 1.26 1.21
C 0.27 -0.17 0.19
C -2.33 0.47 1.14
C -1.51 0.16 0.37
C -1.39 1.05 0.81
H -0.01 -0.67 0.35
H 0.19 -0.09 0.10
H 0.22 -0.12 0.47
H -0.53 -0.24 -0.33
H -0.21 -0.60 -0.26
H 0.93 0.78 0.18
H 0.17 -0.98 0.93
H -0.37 -0.56 0.35
H -0.39 -0.12 -0.70
H 0.05 -0.51 0.64
H -0.60 -0.26 -0.14
H 0.41 0.05 0.27
H 0.15 0.37 0.09
H 0.54 -0.48 0.26
H 1.41 1.14 0.68
H 0.69 -1.05 -1.29
H 0.14 0.57 0.10
H 0.12 0.02 0.15
H 0.05 -0.55 -1.08
H 1.11 -1.28 0.23
H 1.30 0.23 -0.60
H 0.81 0.57 -1.70
H 0.49 0.01 -0.05
H 0.60 -0.23 0.79
H -0.34 0.63 0.09
H 0.88 -0.32 0.14
H -0.31 -0.81 0.42

Mulliken atomic charge list, values in e, 6 entries: -0.322, -1.257, -1.405, 1.274, 0.572, 0.014

=====

(3)
Computed, not measured: 2 unconnected molecules or ions with the total composition CH2N3O2P, with wB97M-V/def2-TZVPD.

## Properties
**Frontier orbital gap (alpha / beta)**: 0.315 / 0.178 Eh
**E_tot**: -695.15869 hartree
**Charge**: 0
**E_HOMO (alpha / beta)**: -11.32 / -8.84 eV

Cartesian coordinates (Å):
C1 -1.74103 -1.79584 -0.76309
N1 -2.19481 -2.65709 -0.16124
N2 1.58014 -0.11839 -0.27419
N3 -0.38438 1.34133 0.44599
O1 0.08096 1.17095 1.58097
O2 -1.39499 1.91467 0.12001
P1 0.54353 0.95865 -1.06404
H1 2.21090 -0.81622 -0.58710
H2 1.29967 0.00193 0.70268

Cartesian forces, eV/Å:
C 1.25 2.12 -1.05
N -0.73 -1.42 0.94
N -2.27 2.84 -0.35
N 1.07 0.39 0.86
O -0.94 -0.02 -1.34
O -0.45 0.14 0.58
P 0.94 -2.75 0.20
H 0.40 -0.42 -0.30
H 0.75 -0.88 0.47

Mulliken atomic charge list, values in e, 6 entries: -0.059, -0.320, -0.282, 0.839, -0.569, -0.489

=====

(4)
Computed, not measured: a molecular structure, C19H17BrN6O2S2Ti, with wB97M-V/def2-TZVPD.

## Properties
**Frontier orbital gap (alpha / beta)**: 0.150 / 0.219 Eh
**E_tot**: -5433.28679 hartree
**Charge**: -2
**Spin multiplicity**: 3
**E_HOMO (alpha / beta)**: 0.44 / -1.43 eV

Cartesian coordinates (Å):
Ti1 0.20506 -0.12216 0.02887
N1 1.23049 4.93627 -0.60961
C1 1.03137 3.68706 0.01245
S1 1.14693 3.51892 1.67417
N2 1.17610 2.60103 -0.96263
N3 1.64607 1.37439 -0.46792
C2 2.90357 1.36614 -0.21509
C3 3.65717 0.22809 0.25255
C4 5.03755 0.39585 0.42268
C5 5.86598 -0.62350 0.83564
C6 5.30235 -1.87964 1.09452
C7 3.95342 -2.08397 0.94383
C8 3.07462 -1.04364 0.52449
O1 1.81818 -1.28850 0.43411
H1 0.82677 5.66094 -0.03249
H2 0.84137 4.97066 -1.54585
H3 3.45311 2.29072 -0.39129
H4 5.45125 1.37882 0.21669
H5 6.92927 -0.45602 0.95714
H6 5.93358 -2.70155 1.41677
H7 3.50555 -3.05007 1.13930
N4 -3.87316 -0.56741 -1.16881
C9 -3.80378 -1.90627 -0.84498
C10 -4.72057 -2.94207 -0.92050
C11 -4.29610 -4.19585 -0.49434
C12 -3.00034 -4.39572 -0.01262
C13 -2.08559 -3.35446 0.06296
C14 -2.49948 -2.09674 -0.35674
N5 -1.82107 -0.90183 -0.39555
C15 -2.64944 -0.00125 -0.89468
C16 -2.25784 1.36656 -1.11980
C17 -3.16956 2.26569 -1.60931
S2 -3.06247 3.91590 -2.03010
C18 -0.22453 2.57419 -1.14236
N6 -0.90407 1.52506 -0.78254
H8 -4.63128 -0.09244 -1.61915
H9 -5.72395 -2.78681 -1.29888
H10 -4.98190 -5.03345 -0.54207
H11 -2.70210 -5.38851 0.30236
H12 -1.07488 -3.49986 0.42114
H13 -4.15721 1.82988 -1.76605
H14 -0.65281 3.33699 -1.77886
Br1 0.56408 -1.00753 -2.59456
C19 -0.66545 0.45774 3.00582
O2 -0.24863 -0.06655 1.79965
H15 -1.70233 0.15871 3.22593
H16 -0.61389 1.55250 2.99758
H17 -0.03146 0.09368 3.82815

Cartesian forces, eV/Å:
Ti -0.23 -0.28 0.02
N 0.02 0.05 -0.11
C 0.31 0.12 -0.12
S -0.02 -0.07 0.19
N -0.52 0.06 0.32
N 0.35 0.12 -0.12
C 0.02 0.00 0.10
C 0.14 -0.05 0.02
C 0.00 0.12 -0.05
C 0.13 -0.01 0.03
C -0.05 0.04 -0.03
C 0.00 0.09 -0.04
C -0.18 -0.17 0.11
O 0.12 -0.03 -0.06
H 0.00 0.01 -0.01
H 0.01 -0.01 0.01
H 0.05 -0.04 0.02
H 0.02 -0.02 0.01
H -0.01 0.00 0.00
H 0.02 0.00 0.00
H -0.03 0.00 0.00
N 0.13 0.07 0.02
C 0.01 -0.09 0.03
C 0.01 0.01 0.00
C -0.04 0.01 -0.02
C 0.04 0.00 0.01
C -0.02 0.03 -0.02
C -0.03 -0.07 0.02
N 0.03 0.00 -0.05
C -0.14 -0.04 -0.01
C -0.15 0.06 0.00
C 0.08 0.01 -0.06
S -0.04 -0.06 0.03
C -0.06 -0.17 -0.36
N -0.02 0.02 -0.04
H -0.01 0.00 -0.01
H 0.00 0.00 0.00
H 0.00 0.01 0.00
H 0.00 0.00 0.00
H 0.01 0.01 0.00
H -0.01 0.03 0.03
H 0.06 0.14 0.11
Br -0.03 0.00 0.01
C -0.03 0.03 -0.01
O 0.06 0.04 0.01
H 0.02 0.01 0.01
H 0.00 -0.01 0.01
H -0.02 0.01 0.00

Mulliken atomic charge list, values in e, 6 entries: 0.683, -0.576, 0.120, -0.532, -0.270, 0.383

=====

(5)
Computed, not measured: a gas-phase ion, C4H11N2S2 (charge +1), with wB97M-V/def2-TZVPD.

## Properties
**Frontier orbital gap**: 0.369 Eh
**E_tot**: -1064.57154 hartree
**Charge**: +1
**Structure (SMILES)**: C[C@H]1CNC(S)(S)[NH2+]1
**E_HOMO**: -13.22 eV

Cartesian coordinates (Å):
C1 -1.03590 -1.31055 -1.65756
C2 -0.99115 -0.57951 -0.34964
C3 -0.06413 -1.21970 0.74656
N1 0.39242 -0.13399 1.52986
C4 0.65225 0.96559 0.73785
S1 2.36717 0.56282 -0.00881
S2 0.56890 2.68549 1.26739
N2 -0.20901 0.69292 -0.55535
H1 0.07223 -1.43261 -1.91983
H2 -1.72483 -0.81460 -2.29323
H3 -1.52173 -2.16960 -1.53735
H4 -1.93775 -0.12374 0.07037
H5 -0.49473 -1.91802 1.29377
H6 0.82761 -1.64596 0.42925
H7 -0.06705 0.21231 2.33020
H8 2.77484 1.87668 -0.41371
H9 0.79360 2.49526 2.62733
H10 0.36257 0.38405 -1.34867
H11 -0.76530 1.47315 -0.94843

Cartesian forces, eV/Å:
C 2.57 2.80 0.67
C -0.14 1.13 1.86
C -0.40 3.24 -1.79
N -0.02 1.90 1.54
C 2.80 -0.36 -2.74
S 0.85 2.07 -0.11
S -0.44 -0.31 1.14
N -0.69 0.49 -1.53
H -1.81 -0.10 -0.56
H 0.19 0.93 -1.40
H -1.35 -4.12 0.69
H 0.57 -1.59 -0.24
H -2.39 -3.07 2.61
H 1.37 -1.12 -1.81
H -1.13 -0.62 1.24
H -0.71 -1.76 0.50
H -0.16 -0.11 -1.17
H 0.82 0.85 0.38
H 0.08 -0.27 0.74

Mulliken atomic charge list, values in e, 6 entries: -1.396, 0.159, -1.016, -0.329, 0.044, -0.195

=====

(6)
Computed, not measured: 2 unconnected molecules or ions with the total composition C5H8O, with wB97M-V/def2-TZVPD.

## Properties
**Frontier orbital gap**: 0.304 Eh
**E_tot**: -270.37271 hartree
**Charge**: 0
**Structure (SMILES)**: C1=C2C[C@H]2CO1.[H][H]
**E_HOMO**: -7.76 eV

Cartesian coordinates (Å):
C1 1.06373 0.41053 -0.52294
C2 -0.08151 -0.25454 -0.84741
C3 -0.38571 -1.58059 -0.24359
C4 -0.83704 -0.33499 0.46387
C5 0.05823 0.31937 1.48525
O1 1.18605 0.86533 0.71542
H1 1.87560 0.73310 -1.17387
H2 0.46299 -2.09669 0.20140
H3 -1.11640 -2.22392 -0.72085
H4 -1.89939 -0.08481 0.47635
H5 0.47232 -0.36349 2.23236
H6 -0.39550 1.17971 1.97723
H7 -0.07543 2.07062 -2.04629
H8 -0.32793 1.36036 -1.99693

Cartesian forces, eV/Å:
C 0.06 -0.35 0.05
C 0.52 -0.06 0.15
C -0.09 -0.48 0.14
C -0.02 -0.09 0.30
C -0.12 -0.05 0.22
O -0.06 0.34 -0.12
H -0.02 -0.33 0.15
H -0.20 -0.13 -0.08
H -0.03 0.02 0.11
H 0.29 -0.05 -0.13
H 0.11 0.18 -0.03
H -0.13 -0.21 0.01
H -0.33 0.36 -0.42
H 0.03 0.85 -0.34

Mulliken atomic charge list, values in e, 6 entries: -0.290, 0.000, -0.565, -0.100, -0.490, -0.352